1.
Density functional theory data (ωB97M-V with the def2-TZVPD basis set) for an isolated molecule of C4H7NO.

Structure (XYZ):
```
13
Properties=species:S:1:pos:R:3:mulliken_charge:R:1
C -1.6133 -0.4779 0.2817 -0.845
C -0.3745 -0.6173 -0.5741 -0.466
C 0.0240 0.5453 -1.4465 -0.433
N 0.7118 0.2021 -0.2316 0.182
C 1.6600 0.3712 0.5987 0.066
O 1.7477 -0.4390 1.6672 -0.460
H -1.4868 -0.9474 1.2654 0.229
H -2.4437 -0.9959 -0.2074 0.307
H -1.9264 0.5699 0.4532 0.294
H 1.1655 -1.1980 1.4770 0.306
H 0.5674 0.3710 -2.3755 0.228
H -0.4843 1.5154 -1.3902 0.244
H 2.4526 1.1008 0.4822 0.347
```

**Energy above the lowest of the compared OMol25 structures with the same formula, charge and spin**: 428.5 kJ/mol
**Frontier orbital gap**: 8.0 eV
**Highest occupied orbital energy**: -0.2603 Ha
**Total charge**: 0

***

2.
Density functional theory data (ωB97M-V with the def2-TZVPD basis set) for an isolated molecule of C4H7NO.

Structure (XYZ):
```
13
Properties=species:S:1:pos:R:3:mulliken_charge:R:1
O 2.5110 -0.8292 -0.1366 -0.378
N 1.8309 0.3421 0.1932 -0.566
C 0.5890 0.2246 -0.0238 0.351
C -0.3640 -0.8712 -0.4504 -0.438
C -1.4977 -0.0166 0.1804 -0.517
C -0.5281 1.1941 0.2777 -0.398
H 3.4207 -0.6178 0.1086 0.367
H -0.4451 -0.9392 -1.5425 0.231
H -0.1867 -1.8750 -0.0550 0.309
H -2.3966 0.1225 -0.4244 0.283
H -1.7902 -0.3822 1.1685 0.247
H -0.6730 1.9231 -0.5269 0.216
H -0.4702 1.7249 1.2313 0.294
```

**Energy above the lowest of the compared OMol25 structures with the same formula, charge and spin**: 283.5 kJ/mol
**Frontier orbital gap**: 10.5 eV
**Highest occupied orbital energy**: -0.3469 Ha
**SMILES**: ON=C1CCC1
**Total charge**: 0

***

3.
Density functional theory data (ωB97M-V with the def2-TZVPD basis set) for a structure of composition C4H7NO.

Structure (XYZ):
```
13
Properties=species:S:1:pos:R:3:mulliken_charge:R:1
C -1.4383 0.3250 -0.2502 -0.438
N -0.4215 -0.0064 -1.0759 -0.511
C 0.3702 -1.0865 -0.4564 -0.374
C 1.1961 -0.1686 0.4412 -0.408
C 0.3787 1.1018 0.1688 0.495
O 0.6177 2.2598 -0.0055 -0.568
H -0.7257 0.8591 0.8846 0.122
H -1.9928 1.2256 -0.5146 0.343
H -2.0047 -0.4394 0.3033 0.291
H 0.9619 -1.6130 -1.2072 0.274
H -0.2337 -1.8235 0.0921 0.244
H 1.3101 -0.3981 1.5047 0.303
H 2.1801 0.0237 0.0087 0.227
```

**Energy above the lowest of the compared OMol25 structures with the same formula, charge and spin**: 432.9 kJ/mol
**Frontier orbital gap**: 9.5 eV
**Highest occupied orbital energy**: -0.3228 Ha
**Total charge**: 0

***

4.
Density functional theory data (ωB97M-V with the def2-TZVPD basis set) for a cluster of 2 separate species, C4H7NO in total at a distorted geometry.

Structure (XYZ):
```
13
Properties=species:S:1:pos:R:3:mulliken_charge:R:1
C 0.4539 -1.2634 0.0353 -1.134
C -0.1395 0.0431 -0.4090 0.859
C 0.5243 1.2666 0.1571 -1.162
O -1.1023 0.1030 -1.1371 -0.570
H 0.0940 -2.0801 -0.5848 0.323
H 0.1293 -1.4385 1.0613 0.306
H 1.5406 -1.2318 0.0219 0.367
H 1.4688 1.4393 -0.3584 0.341
H 0.7358 1.1261 1.2142 0.325
H -0.1149 2.1367 0.0210 0.329
C -3.2215 0.0101 -0.2786 0.173
N -3.1327 -0.0206 0.8584 -0.442
H -3.3588 0.0385 -1.3237 0.286
```

**Energy above the lowest of the compared OMol25 structures with the same formula, charge and spin**: 154.0 kJ/mol
**Frontier orbital gap**: 10.9 eV
**Highest occupied orbital energy**: -0.3667 Ha
**SMILES**: CC(C)=O.C#N
**Total charge**: 0

***

Repeat the first record exactly.
Density functional theory data (ωB97M-V with the def2-TZVPD basis set) for an isolated molecule of C4H7NO.

Structure (XYZ):
```
13
Properties=species:S:1:pos:R:3:mulliken_charge:R:1
C -1.6133 -0.4779 0.2817 -0.845
C -0.3745 -0.6173 -0.5741 -0.466
C 0.0240 0.5453 -1.4465 -0.433
N 0.7118 0.2021 -0.2316 0.182
C 1.6600 0.3712 0.5987 0.066
O 1.7477 -0.4390 1.6672 -0.460
H -1.4868 -0.9474 1.2654 0.229
H -2.4437 -0.9959 -0.2074 0.307
H -1.9264 0.5699 0.4532 0.294
H 1.1655 -1.1980 1.4770 0.306
H 0.5674 0.3710 -2.3755 0.228
H -0.4843 1.5154 -1.3902 0.244
H 2.4526 1.1008 0.4822 0.347
```

**Energy above the lowest of the compared OMol25 structures with the same formula, charge and spin**: 428.5 kJ/mol
**Frontier orbital gap**: 8.0 eV
**Highest occupied orbital energy**: -0.2603 Ha
**Total charge**: 0